(1)
76
Properties=species:S:1:pos:R:3:forces:R:3 method="wB97M-V/def2-TZVPD" total_energy_ev=-83757.1722 e_homo_ev=-9.5 smiles="COCCCCC[C@H]1OS(=O)(=O)[C@@H](C(F)(F)C(F)F)[C@H](N)[C@H]1CON=O.CCOC(=O)C(F)(F)F.CCOC(=O)C(F)(F)F" spin_multiplicity=1 fmax_ev_per_a=5.90
S -2.06492 3.51712 0.53665 -5.327 1.028 2.307
F -1.37007 2.81293 3.93218 -0.012 -0.269 -0.467
F -1.40084 5.08899 2.98322 -0.091 -0.009 -0.070
F -2.93163 -2.97505 -1.70606 -0.572 -0.436 -0.538
F 0.72377 5.26816 2.83245 0.280 -0.315 -0.500
F -4.21382 -4.08024 -0.39059 -0.322 -0.225 -0.195
F -2.22596 -4.79552 -0.77882 -0.308 -0.352 -0.419
F 4.32332 -1.42520 1.48827 0.197 0.307 -0.062
F 3.47935 -1.38861 3.46574 0.055 0.272 0.158
F 0.58277 3.47653 4.52777 0.244 -0.017 -0.182
F 2.24750 -0.93575 1.76378 -0.011 0.283 -0.011
O 3.24143 1.59317 1.82609 -0.377 -0.234 -0.142
O -4.16874 -4.55467 -3.57839 0.114 0.470 0.076
O -3.02115 4.62685 0.66217 2.125 -1.232 -1.214
O 3.12941 -0.30154 -1.43431 0.142 0.248 -0.301
O -2.49651 2.39861 1.37598 2.130 0.625 -1.363
O -3.89024 -6.31348 -2.21294 0.048 0.389 0.364
O 2.30387 1.61159 -1.20943 -0.721 0.726 0.075
O 4.88100 0.86723 3.17401 -0.211 -0.402 -0.321
O -2.09975 3.04824 -1.03326 1.454 0.962 1.638
O 0.47755 -1.82721 -1.31971 -1.138 0.169 -0.247
N 2.68882 0.58915 -2.05146 0.127 -0.969 0.111
N 1.96463 4.17819 0.53829 -0.431 -1.104 0.051
C -0.69566 0.94784 -1.00970 -0.555 -0.257 -0.300
C -0.43509 4.20044 1.02412 1.261 -0.692 -1.104
C -3.29645 -4.21549 -1.35293 0.498 0.688 1.100
C -3.82904 -5.02360 -2.53475 -0.343 -0.899 -0.478
C -0.30732 -2.46985 -0.30102 0.553 -0.593 1.057
C 0.11840 -2.24552 -2.62781 0.538 -0.354 -0.264
C -0.29165 4.43519 2.55231 -1.284 -0.235 0.214
C -3.35782 -7.53413 -4.24992 0.244 0.248 0.015
C 3.46239 -0.77424 2.27762 -0.308 -1.047 -0.093
C -1.99806 0.11163 -0.80579 -0.034 -0.569 0.217
C -0.88187 2.42109 -1.47671 1.398 -1.130 -0.329
C -0.70153 -1.46093 0.81017 -0.257 -0.042 -0.188
C 3.82034 0.70930 2.39040 0.735 0.725 0.375
C -0.17054 3.14556 3.43449 0.504 0.290 0.799
C -4.41833 -7.18707 -3.22566 -0.153 -0.562 -0.481
C 4.52640 2.96276 4.36344 -0.311 -0.185 -0.006
C 1.57761 2.59796 -1.96132 0.041 0.926 -0.427
C 0.72984 3.35334 0.38647 0.333 1.479 -0.533
C -2.00997 -0.66664 0.53987 0.356 -0.393 0.070
C 0.42060 3.23160 -1.13855 -0.838 -0.630 0.077
C 5.34922 2.21869 3.33134 0.276 0.701 0.306
H -0.84216 -1.97376 1.78579 0.172 -0.013 -0.625
H -0.96991 -2.35134 -2.78197 0.415 0.023 0.230
H -0.12996 0.43753 -1.81581 -0.133 0.392 0.553
H -4.74443 -8.08922 -2.70994 0.100 0.157 0.238
H 0.47186 -1.50172 -3.37066 0.048 -0.352 0.512
H -1.17601 -3.03769 -0.70893 1.151 1.015 0.377
H 0.17562 -0.80054 0.95878 -0.593 -0.258 -0.121
H -0.36909 5.19909 0.54550 -0.331 -0.504 0.278
H 6.38350 2.14552 3.66467 -0.061 -0.299 -0.033
H -3.03209 -6.64759 -4.79493 -0.113 -0.020 -0.039
H 0.62242 -3.22100 -2.81753 -0.425 0.467 -0.243
H -3.74219 -8.25894 -4.96746 -0.030 0.004 0.048
H -2.94257 0.67737 -0.87229 0.585 0.104 -0.022
H 0.22862 4.26838 -1.49970 0.379 -0.509 0.065
H -2.19120 -0.02562 1.42207 0.049 0.032 -0.638
H 2.29827 3.36739 -2.30638 -0.360 -0.310 0.320
H 4.93717 3.95759 4.53474 0.027 -0.034 -0.031
H -0.93504 2.40145 -2.58420 -0.454 0.244 0.624
H 0.36840 -3.21958 0.17679 -0.430 0.244 -0.292
H 5.35485 2.73577 2.37116 -0.174 -0.163 -0.043
H -2.84961 -1.39602 0.52596 0.405 0.404 -0.081
H 1.14216 2.15543 -2.87818 0.374 -0.008 0.482
H -2.47719 -7.95310 -3.76053 -0.088 -0.104 0.015
H -5.29923 -6.74449 -3.69161 0.122 0.205 0.064
H 0.92374 2.39330 0.88887 -0.393 0.321 -0.323
H 0.33314 2.29276 2.95796 -0.409 0.171 -0.079
H 4.51501 2.41695 5.30799 0.125 0.043 0.000
H 3.48993 3.06850 4.04092 0.051 0.098 -0.050
H -2.04400 -0.64871 -1.61390 -0.012 0.462 0.377
H -0.05061 0.85612 -0.11445 -0.475 0.322 -0.465
H 2.13256 4.65415 -0.34349 0.216 0.025 0.230
H 2.70300 3.49443 0.69680 0.212 0.454 -0.105

***

(2)
71
Properties=species:S:1:pos:R:3:forces:R:3 method="wB97M-V/def2-TZVPD" total_charge=+1 total_energy_ev=-80859.5250 e_homo_ev=-11.1 smiles="CCCCN[C@@H]1[C@](N=C=O)(C(F)(F)C(F)(F)F)[C@H](C[C@H](C)O)[C@](CCCC(F)(F)C(F)(F)F)(P(C)C)[N@+]1(F)S" spin_multiplicity=1 fmax_ev_per_a=8.24
S -3.24150 -0.37114 -0.69700 -0.783 0.914 -1.034
P -0.70127 0.87832 -1.68498 2.113 1.688 -0.589
F 0.91021 1.77369 2.13848 -0.579 -2.392 2.427
F -0.24010 -0.96161 4.32425 1.647 0.934 -3.149
F 2.14771 -3.41729 -5.32110 1.675 1.568 2.583
F 1.82003 -1.25425 3.37379 -3.099 2.304 -0.756
F 1.93598 1.20477 4.11089 -3.234 -0.651 -2.595
F 3.86545 -3.93889 -3.87025 -2.110 2.354 -0.917
F 2.98639 -0.72709 -5.41633 2.538 -2.118 1.982
F -0.33157 1.53745 4.05649 2.810 -1.497 -2.475
F 5.01764 -1.98386 -5.34290 -3.983 1.347 1.760
F 4.21860 -0.98243 -3.44241 -1.093 -1.157 -3.079
F -2.11325 -2.43056 -0.08280 0.990 -1.791 -0.304
O 2.11386 2.01598 -0.53124 -0.315 -0.883 0.310
O -1.69786 -4.14787 2.71051 6.673 4.750 -0.936
N 0.28481 -2.67909 2.07933 -5.056 -1.878 1.766
N -1.72696 -1.07935 -0.08779 -2.084 -0.269 1.816
N -2.18817 0.48705 1.72811 1.678 -1.204 1.074
C 2.14647 -0.42418 0.33175 0.965 0.397 0.015
C -0.09762 -1.21660 1.83828 0.976 -0.647 -1.779
C -1.60735 -0.85087 1.43556 -2.073 0.992 1.702
C 2.53249 0.64766 -0.78537 2.846 0.480 0.186
C 0.76476 0.97647 3.28519 0.938 3.351 3.197
C 2.02588 -2.65255 -2.88169 -1.324 -0.502 -0.735
C -0.42637 -0.73229 -0.84902 -0.602 -1.119 -0.063
C -0.36930 -1.86878 -2.00847 0.082 -0.369 -0.922
C -2.06326 4.02270 2.92184 -0.436 0.184 -0.936
C -3.39331 3.10481 2.73356 -0.497 0.487 1.070
C 0.54807 -0.57952 3.15359 0.737 -1.903 1.752
C -1.44976 0.83963 -3.41288 -0.945 -1.690 -0.778
C -1.14050 2.38480 -0.69678 -1.930 1.535 0.296
C 2.90495 -2.89694 -4.22499 0.950 -1.764 0.799
C 0.75212 -1.66101 -3.14259 0.157 -1.057 -1.038
C -3.13596 0.39680 2.88324 -1.493 -0.043 1.092
C -0.70004 -3.40169 2.50709 -3.311 -2.253 -0.846
C 0.65259 -1.02603 0.35977 1.263 -1.509 -0.752
C -3.42203 1.77754 3.65417 -0.680 0.427 0.368
C 3.80185 -1.61789 -4.65072 1.073 0.317 -0.348
C 4.17712 0.70875 -0.79924 -0.635 0.326 -0.756
H -2.84164 -0.41221 3.66009 -0.221 1.352 -1.224
H 4.48391 1.38338 -1.68300 -0.500 -1.064 1.394
H 4.63813 -0.32509 -0.98370 -0.560 1.562 0.550
H -2.00961 1.78863 -3.73414 1.067 -1.275 0.840
H -0.61930 0.56627 -4.17164 -1.388 0.780 1.301
H 4.55785 1.22941 0.15447 -0.512 -1.114 -1.282
H -1.49559 3.81701 3.89720 -0.860 0.119 -1.587
H 2.60050 2.41583 0.22567 -0.248 -0.776 -0.779
H 2.89747 -1.30570 0.17756 -1.573 1.456 0.262
H 0.88284 -2.13768 0.06743 -0.667 2.035 0.961
H -4.28077 3.76677 3.09705 1.461 -1.287 -0.825
H -4.24487 -0.99067 0.07328 1.584 0.032 -0.236
H 0.28077 -2.06308 -4.13195 0.777 0.766 1.725
H -1.40792 -1.91490 -2.52339 1.723 0.273 0.931
H 2.65397 -2.36255 -1.96898 -0.602 -0.307 -1.679
H -4.15943 0.03831 2.45011 1.714 0.596 0.587
H -4.50784 1.70019 4.07147 1.946 -0.105 -0.733
H -2.20986 -0.03478 -3.45724 1.048 1.543 -0.131
H 2.50300 0.03022 1.34513 -0.937 -0.781 -1.757
H -2.76105 1.95022 4.59140 -0.895 -0.543 -1.748
H -2.28818 2.42656 -0.48721 1.915 -0.119 -0.218
H 1.05046 -0.58027 -3.36768 -0.374 -1.532 0.669
H -2.48869 -1.52780 1.78796 2.204 0.616 -0.190
H -0.61357 2.56212 0.29974 -0.359 -0.658 -1.607
H -0.92963 3.32755 -1.34883 -0.067 -1.867 0.971
H 1.54620 -3.68994 -2.65285 1.067 1.677 -0.504
H -3.59911 2.79690 1.64675 0.420 0.699 1.500
H -1.49048 1.23559 1.82104 -0.450 -0.418 0.114
H -1.40836 3.85052 1.98496 -0.600 0.366 1.730
H -2.34631 5.15080 2.92531 0.451 -2.033 -0.082
H -0.19309 -2.94442 -1.60124 -0.405 2.078 -0.189
H 2.23940 0.39816 -1.86207 -0.007 0.269 1.829

***

(3)
55
Properties=species:S:1:pos:R:3:forces:R:3 method="wB97M-V/def2-TZVPD" total_charge=+1 total_energy_ev=-26612.2861 de_lowest_kj_mol=24.94 e_homo_ev="-8.7 / -11.8" s2=8.78 spin_multiplicity=6 fmax_ev_per_a=3.73
Ir 0.29090 -0.44417 0.50170 -2.586 0.810 -0.333
N 1.10965 0.87770 2.01312 1.463 1.146 2.172
C -2.89388 3.35744 0.51873 0.008 -0.073 0.068
C 1.21003 -2.25926 1.25688 1.486 -1.052 -0.203
C 1.34938 -2.62155 2.70574 -0.054 0.179 -0.021
C 0.34571 1.10712 -1.97881 -0.134 -1.098 1.781
C -1.14805 -3.33049 0.85288 0.136 -0.035 -0.061
C -2.04930 1.22657 1.46241 -0.590 0.918 0.946
C 3.54456 -1.09227 0.84473 -0.110 -0.121 -0.173
C -2.06284 2.08530 0.27377 -1.367 0.185 -0.565
C -0.39626 3.61052 -0.89884 -0.292 0.008 0.029
C 0.40644 2.28062 -2.72863 0.119 1.427 -1.447
C 0.08621 -2.60236 0.41621 -0.110 -0.254 -0.058
C 2.53819 -1.22408 -2.11172 0.129 0.038 -0.045
C -0.42920 -2.52563 -2.13071 0.018 0.012 0.059
C 2.20431 -1.62434 0.41956 0.630 -1.070 1.116
C 0.12660 3.53594 -2.15308 0.251 0.085 -0.639
C 0.03276 1.13809 -0.62611 -0.111 0.451 -3.705
C -2.71313 1.29005 -0.88622 -0.320 -0.072 0.012
C -0.63770 2.36289 -0.12596 2.647 0.559 1.608
C -1.47369 -0.08011 1.46456 -0.284 -1.492 0.448
C 1.72999 -1.66554 -0.92498 -0.637 0.170 -0.627
C 0.41656 -2.22663 -0.92865 0.942 -1.577 -0.854
H 3.67748 -1.17136 1.92829 0.052 0.052 -0.228
H 2.85010 -0.17285 -2.02177 -0.058 -0.338 -0.027
H 0.57339 0.15804 -2.46589 0.062 0.409 0.149
H 3.45089 -1.83248 -2.19498 -0.237 0.100 0.077
H -0.68188 4.55446 -0.41396 0.339 -0.423 -0.372
H -2.64236 1.50789 2.32298 -0.066 0.181 0.067
H -1.49090 -2.33229 -1.93124 0.213 0.023 -0.096
H 0.53334 1.70941 2.17416 0.196 -0.365 0.025
H -1.39686 -3.07838 1.88789 -0.053 -0.101 -0.155
H 1.98248 -1.34128 -3.04920 0.168 0.027 0.239
H -1.31577 -0.40277 2.51017 0.078 -0.119 -0.121
H -0.99343 -4.41372 0.78755 -0.044 0.142 0.039
H -2.17254 -0.84526 1.07153 0.014 0.129 -0.024
H 0.71074 2.20079 -3.77256 -0.070 0.223 0.264
H 0.45018 -2.33436 3.27072 0.271 -0.132 -0.040
H 2.22850 -2.13358 3.14613 -0.290 -0.162 -0.017
H -0.11994 -1.94075 -3.00450 -0.144 -0.134 0.211
H 1.18536 0.39540 2.91168 0.162 0.206 -0.106
H -2.90407 4.02898 -0.34684 -0.003 -0.220 0.101
H -2.53471 3.92430 1.38307 0.072 -0.055 -0.055
H 1.47920 -3.71050 2.81092 -0.054 0.323 -0.026
H -3.92798 3.06512 0.72629 0.128 0.062 -0.010
H 0.05850 2.47089 0.76476 -1.470 0.983 -0.101
H -0.33369 -3.58988 -2.39017 -0.048 0.227 0.023
H 2.04848 1.17997 1.74264 -0.201 0.063 0.263
H -1.99575 -3.07466 0.20920 0.089 -0.056 0.164
H 0.32749 4.45223 -2.71580 -0.150 -0.365 0.092
H -2.64809 1.82744 -1.84106 -0.055 -0.051 0.188
H 4.34203 -1.66686 0.35603 -0.041 0.171 0.170
H 3.65984 -0.04002 0.54411 0.094 -0.274 0.070
H -2.22561 0.31354 -1.00909 -0.225 0.290 -0.056
H -3.76166 1.11674 -0.62762 0.040 0.040 -0.216